1.
11
Properties=species:S:1:pos:R:3:forces:R:3 method="wB97M-V/def2-TZVPD" multiplicity=1 e_lumo_ha="0.0300 / 0.0239" e_homo_ev="-7.77 / -7.09" e_above_lowest_kcal_mol=148.5
C 0.754 -2.030 -1.109 -4.2 0.2 0.1
C -0.301 0.235 -0.411 3.4 -2.2 -1.9
N -0.326 1.587 1.422 -0.2 2.3 -0.6
N 0.136 1.439 0.046 -0.1 0.5 2.1
O 0.644 -0.801 -0.544 -1.3 2.0 0.5
H -0.171 -2.741 -1.094 1.5 1.5 -0.2
H 1.643 -2.416 -0.782 2.2 -1.1 0.4
H -1.328 0.162 -0.304 -1.8 -1.3 -0.2
H -0.177 0.767 1.942 0.0 -1.3 0.6
H -1.297 1.856 1.391 -0.1 -0.1 0.2
H 1.107 1.644 0.186 0.6 -0.4 -1.1

***

2.
11
Properties=species:S:1:pos:R:3:forces:R:3 method="wB97M-V/def2-TZVPD" multiplicity=1 e_lumo_ha=0.0402 smiles="NC=O.C=N" e_homo_ev=-9.90 e_above_lowest_kcal_mol=30.5
N 1.287 0.820 -0.465 0.0 0.1 -0.1
C 0.250 1.643 -0.745 0.3 -0.1 0.2
O -0.911 1.356 -0.589 -0.4 0.0 0.1
H 2.203 1.045 -0.798 0.2 0.1 0.1
H 1.126 -0.104 -0.093 -0.1 -0.2 -0.1
H 0.572 2.641 -1.078 0.0 0.1 -0.2
C -0.965 -2.019 0.712 -0.3 -0.1 0.1
N 0.225 -1.816 1.076 0.2 -0.1 0.0
H -1.166 -2.512 -0.236 0.1 0.2 -0.2
H -1.845 -1.754 1.302 0.0 0.0 0.1
H 0.258 -1.414 2.011 -0.1 0.2 0.0

***

3.
11
Properties=species:S:1:pos:R:3:forces:R:3 method="wB97M-V/def2-TZVPD" multiplicity=1 e_lumo_ha=0.0324 e_homo_ev=-9.39 e_above_lowest_kcal_mol=68.7
C -1.228 0.194 1.186 -0.1 -0.2 0.0
N -0.265 -0.886 1.025 0.3 0.1 -0.4
C 0.533 -0.795 0.044 -0.1 0.0 0.1
N 0.547 0.209 -0.934 -0.1 0.2 0.2
O 1.747 0.200 -1.673 0.0 0.0 -0.3
H -0.733 1.130 1.477 -0.1 0.0 0.0
H -1.952 -0.074 1.963 0.2 0.1 -0.1
H -1.783 0.375 0.257 0.0 0.0 0.0
H 1.271 -1.572 -0.163 -0.1 0.1 0.1
H 0.398 1.158 -0.591 0.0 -0.3 0.0
H 1.465 0.061 -2.591 0.1 0.0 0.4

***

4.
11
Properties=species:S:1:pos:R:3:forces:R:3 method="wB97M-V/def2-TZVPD" multiplicity=1 e_lumo_ha=0.0367 smiles="[H]/N=C/NOC" e_homo_ev=-9.47 e_above_lowest_kcal_mol=116.6
H 0.840 -1.574 -1.726 0.5 -1.8 -1.4
N 0.360 -0.856 -1.275 2.8 2.1 2.9
C 1.277 -0.498 -0.358 -1.3 -6.3 -2.5
N 0.925 0.387 0.592 -1.2 -0.9 0.3
O -0.177 1.035 0.064 -1.2 3.2 -0.8
C -1.531 0.632 0.359 2.4 -3.1 4.2
H 2.172 -1.337 -0.111 -1.8 3.0 -0.6
H 1.714 0.976 0.717 0.2 1.6 0.7
H -1.423 0.112 1.379 -0.4 1.4 -0.4
H -1.895 -0.279 -0.058 0.0 -0.2 -2.1
H -2.260 1.403 0.416 0.1 1.0 -0.3

***

5.
12
Properties=species:S:1:pos:R:3:forces:R:3 method="wB97M-V/def2-TZVPD" multiplicity=1 e_lumo_ha=-0.0166 smiles="O=NNCCO" e_homo_ev=-9.49 e_above_lowest_kcal_mol=116.8
O 0.487 2.171 -0.325 1.0 -2.0 0.2
N 1.207 1.251 -0.053 -0.2 1.4 -0.8
N 1.095 0.105 -1.029 0.4 2.0 -0.3
C 0.391 -0.878 -0.297 -3.2 0.0 2.9
C -0.834 -0.218 0.819 1.4 -1.9 -1.9
O -1.891 0.361 0.111 0.3 0.4 -0.2
H 2.055 -0.211 -1.165 0.0 0.3 0.2
H -0.257 -1.450 -0.965 0.2 -0.1 0.1
H 1.003 -1.526 0.336 0.0 0.0 -0.1
H -1.190 -1.161 1.234 -0.2 0.1 0.0
H -0.501 0.391 1.661 0.5 0.1 -0.3
H -1.564 1.166 -0.328 -0.2 -0.3 0.2

***

6.
12
Properties=species:S:1:pos:R:3:forces:R:3 method="wB97M-V/def2-TZVPD" multiplicity=1 e_lumo_ha="-0.0250 / -0.0301" e_homo_ev="-8.89 / -8.73" e_above_lowest_kcal_mol=167.1
C -1.714 -0.994 -0.026 2.8 -1.0 1.2
C 1.637 0.949 0.082 0.7 2.2 -0.9
N -0.843 0.074 0.302 -0.1 5.0 0.0
N 0.885 -0.146 -0.487 0.2 -3.2 0.5
O -1.235 1.264 0.178 0.5 -2.6 0.3
O 1.263 -1.339 -0.369 -0.3 2.6 -0.2
H -2.434 -0.819 -0.748 -1.6 0.6 -1.1
H -2.000 -1.367 0.953 -0.6 -0.4 -0.2
H -0.889 -1.596 -0.399 -0.6 -1.5 -0.3
H 0.866 1.733 0.067 0.4 0.1 0.3
H 2.425 1.358 -0.665 -1.1 -1.2 1.2
H 2.037 0.883 1.112 -0.1 -0.6 -0.7

***

7.
12
Properties=species:S:1:pos:R:3:forces:R:3 method="wB97M-V/def2-TZVPD" multiplicity=1 e_lumo_ha=0.0012 smiles="CN=O.CN=O" e_homo_ev=-9.09 e_above_lowest_kcal_mol=162.8
C 2.081 -0.944 0.338 0.1 -3.1 -5.0
N 1.797 0.339 -0.100 0.1 2.5 -1.7
O 2.093 0.569 -1.268 -0.3 -0.4 1.7
H 2.707 -1.526 -0.514 -0.8 1.1 2.5
H 1.095 -1.412 0.250 -0.4 -0.1 -0.5
H 2.143 -1.079 1.343 1.5 0.0 3.0
C -2.278 0.998 -0.008 1.2 2.7 -0.6
N -1.720 -0.253 0.256 0.8 -3.0 0.6
O -0.886 -0.768 -0.454 -1.0 1.1 -0.2
H -1.572 1.557 0.695 -0.8 0.0 -0.8
H -3.227 1.032 0.504 -0.4 0.1 -0.2
H -2.234 1.488 -1.042 0.0 -1.0 1.2

***

8.
12
Properties=species:S:1:pos:R:3:forces:R:3 method="wB97M-V/def2-TZVPD" multiplicity=1 e_lumo_ha="-0.0112 / -0.0104" e_homo_ev="-8.23 / -8.24" e_above_lowest_kcal_mol=145.1
C 1.995 1.370 -0.448 0.8 -0.7 -0.2
N -2.468 -1.077 0.326 0.0 -0.1 -0.1
C -1.174 -0.736 0.439 1.1 -1.3 0.1
O 0.960 -1.120 -0.034 1.6 2.5 0.1
O 0.839 0.613 -0.341 -0.7 -1.1 0.2
N -0.262 -1.490 -0.151 -2.5 0.6 0.1
H -2.682 -1.911 -0.206 -0.2 0.3 0.2
H -3.171 -0.558 0.824 0.1 -0.3 -0.2
H -0.935 0.115 1.070 0.1 0.1 -0.4
H 1.682 2.409 -0.630 -0.1 -0.2 0.1
H 2.611 1.332 0.461 -0.1 0.1 -0.1
H 2.605 1.053 -1.311 0.0 0.1 0.2

***

9.
12
Properties=species:S:1:pos:R:3:forces:R:3 method="wB97M-V/def2-TZVPD" multiplicity=1 e_lumo_ha="0.0006 / -0.0108" e_homo_ev="-7.84 / -6.94" e_above_lowest_kcal_mol=121.1
C 0.472 -0.024 -1.682 0.1 -0.1 0.4
N 1.062 -0.618 -0.683 -0.2 0.2 -0.1
N -1.665 0.231 1.392 0.0 0.0 0.1
C 1.161 0.100 0.592 0.0 0.2 -0.1
O -0.897 -0.153 0.338 0.1 0.1 -0.1
O 1.407 1.280 0.624 -0.1 -0.4 -0.1
H 0.999 -1.627 -0.617 0.0 0.1 0.0
H -1.820 1.236 1.392 0.0 -0.1 -0.1
H -2.546 -0.277 1.411 0.1 0.1 -0.1
H 0.135 -0.600 -2.530 0.0 0.0 0.0
H 0.421 1.053 -1.665 0.0 0.0 0.0
H 1.273 -0.600 1.429 -0.1 0.0 0.0

***

10.
12
Properties=species:S:1:pos:R:3:forces:R:3 method="wB97M-V/def2-TZVPD" multiplicity=1 e_lumo_ha=0.0319 smiles="NOCC(N)=O" e_homo_ev=-9.85 e_above_lowest_kcal_mol=54.8
N -2.374 0.757 -0.102 0.5 -0.9 0.1
O -1.380 -0.308 0.028 0.3 0.4 0.0
C -0.082 0.276 0.014 -0.4 -0.1 0.0
C 1.000 -0.790 0.148 0.1 -1.5 0.2
N 2.282 -0.330 0.004 -0.1 0.3 -0.1
O 0.797 -1.978 0.376 -0.2 1.3 -0.2
H -2.959 0.571 0.716 0.0 0.2 -0.2
H -2.914 0.418 -0.901 0.0 0.2 0.2
H 0.072 0.808 -0.933 0.0 0.1 0.1
H 0.020 0.972 0.855 0.1 0.1 -0.1
H 2.507 0.617 -0.264 -0.1 -0.3 0.1
H 3.029 -1.012 0.059 -0.3 0.2 0.0